1.
# C23H16AgCl3I2N3O6S

C23H16AgCl3I2N3O6S as an isolated structure in a non-equilibrium geometry (wB97M-V/def2-TZVPD, OMol25).

```
! wB97M-V def2-TZVPD RIJCOSX def2/J DEFGRID3
* xyz -1 1
C 2.542 -1.214 2.920
O 2.987 0.152 6.216
H 3.531 0.891 6.495
Cl -4.919 -4.031 -1.477
S -2.366 -5.458 -0.906
O 4.653 1.104 0.497
H -0.750 -0.155 -2.540
C -2.856 0.614 -1.042
Ag 3.289 -0.535 0.112
C -1.027 -4.642 -0.205
Cl -4.381 3.076 -2.156
C -0.718 1.306 -4.103
H -0.254 -0.499 0.529
H 2.037 2.894 -0.344
C -3.310 -4.024 -0.864
H -2.948 3.839 -4.439
C -2.358 1.234 -2.322
C 3.123 -0.011 4.874
C -2.326 1.395 0.172
C -2.954 2.365 -2.877
C -0.158 2.672 -0.149
C -2.464 2.963 -4.025
H -0.095 -5.167 -0.029
H -0.645 3.621 -0.335
H -2.625 0.892 1.091
H -2.763 2.386 0.171
C 3.997 0.601 2.753
C -1.304 -3.342 0.049
I 3.065 -0.807 -5.415
C 1.728 -2.186 2.043
C -3.184 -1.591 -0.194
I 3.201 -0.657 -2.474
C 3.913 0.845 4.108
C -2.631 -2.968 -0.339
C -1.238 0.716 -2.962
O 0.851 -2.849 2.609
C -1.341 2.424 -4.627
H 1.733 -1.672 4.858
C 2.401 -1.045 4.280
H -0.562 -2.670 0.474
Cl -0.715 3.175 -6.059
C 0.025 0.523 0.299
N -0.877 1.527 0.140
N 1.251 0.959 0.146
N 3.357 -0.430 2.231
C 4.716 1.500 1.728
O -2.407 -0.721 -1.005
O 2.049 -2.213 0.794
H -3.947 0.652 -1.021
H -3.128 -1.285 0.855
H -4.229 -1.565 -0.498
H 0.176 0.907 -4.574
C 1.154 2.296 -0.163
H 4.428 1.702 4.534
O 5.271 2.505 2.167
*
```

Its energy above the lowest of the compared OMol25 structures with the same formula, charge and spin is 26.5 kJ/mol. The value obtained for the molar mass is 930.50 u. The HOMO energy (alpha / beta) is -5.3 / -5.3 eV. As for the largest force on an atom: 1.40 eV Å⁻¹. The LUMO energy (alpha / beta) comes out at 0.0122 / 0.0122 Ha.

Atomic charges from the Mulliken analysis, expressed in e, are listed below: atom 1 (C): 0.124, atom 2 (O): -0.528, atom 3 (H): 0.290, atom 4 (Cl): -0.255, atom 5 (S): -0.244, atom 6 (O): -0.649, atom 7 (H): 0.508, atom 8 (C): -0.345, atom 9 (Ag): 0.309, atom 10 (C): -0.362, atom 11 (Cl): -0.230, atom 12 (C): -1.000, atom 13 (H): -0.148, atom 14 (H): 0.504, atom 15 (C): 0.533, atom 16 (H): 0.433, atom 17 (C): -0.373, atom 18 (C): 1.200, atom 19 (C): -1.251, atom 20 (C): 0.703, atom 21 (C): -0.275, atom 22 (C): -0.753, atom 23 (H): 0.472, atom 24 (H): 0.427, atom 25 (H): 0.414, atom 26 (H): 0.449, atom 27 (C): -0.277, atom 28 (C): 0.519, atom 29 (I): -0.378, atom 30 (C): 0.416, atom 31 (C): -0.767, atom 32 (I): 0.177, atom 33 (C): -0.362, atom 34 (C): -0.469, atom 35 (C): 0.115, atom 36 (O): -0.718, atom 37 (C): 0.403, atom 38 (H): 0.539, atom 39 (C): -0.415, atom 40 (H): -0.217, atom 41 (Cl): -0.238, atom 42 (C): -0.050, atom 43 (N): 0.358, atom 44 (N): 0.495, atom 45 (N): -0.253, atom 46 (C): 0.512, atom 47 (O): -0.056, atom 48 (O): -0.736, atom 49 (H): 0.779, atom 50 (H): 0.250, atom 51 (H): 0.451, atom 52 (H): 0.350, atom 53 (C): -1.102, atom 54 (H): 0.424, atom 55 (O): -0.705

***

2.
# H12O6

H12O6 as an isolated structure in a non-equilibrium geometry (wB97M-V/def2-TZVPD, OMol25).

```
! wB97M-V def2-TZVPD RIJCOSX def2/J DEFGRID3
* xyz 0 1
H 3.190 0.503 0.395
H -1.873 -1.336 -2.265
O -1.409 -0.702 -1.718
O -0.253 0.560 1.798
O 0.064 0.168 -0.288
O 2.394 0.578 -0.132
H -0.380 -2.753 1.276
O -1.091 2.145 -0.022
H -0.469 0.110 -1.082
H 0.044 0.230 0.950
H 0.143 -1.537 0.541
H 1.917 -0.235 0.038
H 0.946 0.362 -0.605
H -0.373 2.523 -0.531
O -0.667 -1.994 0.768
H -1.428 -1.085 -0.840
H 0.394 1.223 2.039
H -1.148 1.239 -0.323
*
```

Its energy above the lowest of the compared OMol25 structures with the same formula, charge and spin is 494.1 kJ/mol. The value obtained for the molar mass is 108.09 u. The HOMO energy is -9.0 eV. As for the largest force on an atom: 5.47 eV Å⁻¹. The LUMO energy comes out at 0.0064 Ha.

Atomic charges from the Mulliken analysis, expressed in e, are listed below: atom 1 (H): 0.335, atom 2 (H): 0.309, atom 3 (O): -0.613, atom 4 (O): -0.704, atom 5 (O): -0.908, atom 6 (O): -0.645, atom 7 (H): 0.300, atom 8 (O): -0.633, atom 9 (H): 0.513, atom 10 (H): 0.538, atom 11 (H): 0.361, atom 12 (H): 0.229, atom 13 (H): 0.278, atom 14 (H): 0.291, atom 15 (O): -0.607, atom 16 (H): 0.345, atom 17 (H): 0.233, atom 18 (H): 0.380

***

3.
# C2H2Cl2N2

A single C2H2Cl2N2 molecule in a non-equilibrium geometry (wB97M-V/def2-TZVPD, OMol25).

```
! wB97M-V def2-TZVPD RIJCOSX def2/J DEFGRID3
* xyz 0 1
C 0.786 -0.368 1.080
N 0.605 -0.241 -0.385
H 1.515 -1.321 1.184
C -1.237 0.222 -1.788
N -0.373 0.157 -0.982
H 1.447 0.560 1.419
Cl -0.708 -0.503 2.001
Cl -2.035 1.494 -2.529
*
```

Its energy above the lowest of the compared OMol25 structures with the same formula, charge and spin is 190.0 kJ/mol. The value obtained for the molar mass is 124.96 u. The HOMO energy is -8.8 eV. As for the largest force on an atom: 2.94 eV Å⁻¹. The LUMO energy comes out at -0.0020 Ha.

Atomic charges from the Mulliken analysis, expressed in e, are listed below: atom 1 (C): -0.173, atom 2 (N): -0.724, atom 3 (H): 0.264, atom 4 (C): 0.130, atom 5 (N): 0.460, atom 6 (H): 0.268, atom 7 (Cl): -0.163, atom 8 (Cl): -0.061

***

What is the molar mass in the third record? 124.96 u